No. 1
7
Properties=species:S:1:pos:R:3 method="wB97M-V/def2-TZVPD" relative_energy_kcal_mol=67.8 mol_weight_g_mol=106.17 e_homo_ev="-8.9 / -9.0" multiplicity=1
C 0.06100 -0.78764 -0.98361
N -0.89609 0.04369 -0.86982
N -1.20678 0.71942 0.14056
S -0.35155 1.14442 1.54814
S 1.48562 1.30198 2.20384
H 0.25207 -1.35074 -1.99098
H 0.65574 -1.07112 -0.04813



No. 2
7
Properties=species:S:1:pos:R:3 method="wB97M-V/def2-TZVPD" relative_energy_kcal_mol=42.0 mol_weight_g_mol=72.05 smiles="N#[N+]C(N)=O" e_homo_ev=-17.5 total_charge=+1 multiplicity=1
C 1.05799 -0.80160 0.82600
N 0.53622 -3.10344 1.76056
N 0.38408 -2.14973 1.26921
N 0.17068 -0.10780 0.10940
O 2.19908 -0.64805 1.22009
H -0.77968 -0.19086 -0.30636
H 0.47865 0.80361 -0.07824



No. 3
9
Properties=species:S:1:pos:R:3 method="wB97M-V/def2-TZVPD" relative_energy_kcal_mol=88.7 mol_weight_g_mol=119.02 e_homo_ev="-9.4 / -9.4" multiplicity=1
C 1.82159 1.60367 -0.49996
N 2.24594 2.44487 0.12536
N -1.75088 -0.08977 -0.31485
N 0.52621 -1.03122 0.35260
O 0.24575 -0.48855 1.39619
O 1.55007 -1.58573 0.06451
P -0.50104 -0.79018 -1.10948
H -2.67085 -0.35711 -0.58666
H -1.46680 0.29401 0.57228



No. 4
12
Properties=species:S:1:pos:R:3 method="wB97M-V/def2-TZVPD" relative_energy_kcal_mol=0.0 mol_weight_g_mol=152.04 smiles="O=[N+]([O-])[C@@H](O)ON=[N+]([O-])[O-]" e_homo_ev=-4.9 total_charge=-1 multiplicity=1
C 0.28988 -0.61303 0.62424
N 0.16215 2.06188 -0.91671
N -0.63943 1.10629 -0.45534
N -0.82223 -1.70676 0.66609
O -0.25709 0.60151 0.78453
O -0.22033 2.60454 -1.97643
O -0.75092 -2.69104 -0.04647
O -1.71381 -1.53652 1.46579
O 1.11011 2.42956 -0.28085
O 1.15392 -0.87548 -0.31583
H 0.81398 -0.86548 1.59343
H 0.87377 -0.51548 -1.14245



No. 5
7
Properties=species:S:1:pos:R:3 method="wB97M-V/def2-TZVPD" relative_energy_kcal_mol=87.7 mol_weight_g_mol=70.05 e_homo_ev=-10.6 multiplicity=1
C 1.39326 0.44810 0.63709
N 2.03458 0.21636 -0.32298
N -2.70689 0.36563 -0.24484
N -1.72425 -0.03038 0.15219
N -0.66210 -0.42424 0.51731
H 0.99721 0.26157 1.58114
H -0.58588 -1.36188 0.92726



No. 6
8
Properties=species:S:1:pos:R:3 method="wB97M-V/def2-TZVPD" relative_energy_kcal_mol=82.8 mol_weight_g_mol=86.05 smiles="[H]/N=c1/nn[nH]o1" e_homo_ev=-10.1 multiplicity=1
C 0.82257 0.14468 0.08458
H 2.35496 0.37497 1.12329
H -1.97136 0.10236 1.07204
N 2.04668 -0.13187 0.32352
N 0.07774 -0.90191 -0.71327
N -1.10319 -0.69036 -0.75345
N -1.45510 0.43646 0.06000
O -0.28524 0.95855 0.60995



No. 7
8
Properties=species:S:1:pos:R:3 method="wB97M-V/def2-TZVPD" relative_energy_kcal_mol=44.1 mol_weight_g_mol=86.05 smiles="[H]/N=c1/[nH]nno1" e_homo_ev=-9.8 multiplicity=1
C -0.44872 -0.16184 -0.12987
H -2.22579 -0.98219 0.17813
H 0.02215 1.80024 0.15974
N -1.69569 -0.06459 -0.01224
N 0.37444 0.86332 -0.13168
N 1.74214 0.50539 0.03017
N 1.74869 -0.74025 -0.04614
O 0.48279 -1.22009 -0.04811



No. 8
8
Properties=species:S:1:pos:R:3 method="wB97M-V/def2-TZVPD" relative_energy_kcal_mol=120.1 mol_weight_g_mol=86.05 e_homo_ev=-9.8 multiplicity=1
C 0.57425 0.37735 0.18601
H 1.73777 1.44042 1.55327
H 0.85393 0.10595 -1.95429
N 1.19599 1.52848 0.39355
N -0.16461 -0.31113 1.09764
N -1.26020 -0.61338 0.45434
N 0.46685 -0.29114 -1.02329
O -0.96292 -0.75004 -0.89634



No. 9
8
Properties=species:S:1:pos:R:3 method="wB97M-V/def2-TZVPD" relative_energy_kcal_mol=89.0 mol_weight_g_mol=86.05 e_homo_ev=-9.4 multiplicity=1
C 0.73845 -0.05061 -0.03801
H 2.56582 0.73450 -0.08611
H -2.30903 -0.97991 0.72233
N 2.01051 -0.18579 0.14308
N 0.04553 1.11727 -0.04815
N -1.21012 0.80953 0.01548
N -1.39244 -0.43804 -0.00700
O -0.10774 -1.07147 -0.14151



No. 10
9
Properties=species:S:1:pos:R:3 method="wB97M-V/def2-TZVPD" relative_energy_kcal_mol=93.8 mol_weight_g_mol=102.05 e_homo_ev=-10.3 multiplicity=1
C 1.32896 -0.83510 -2.07943
N -2.20428 0.35046 2.32831
N 1.55031 0.35875 -1.26317
N -1.43393 0.64387 1.50665
N -0.67414 0.78199 0.65688
O 1.98488 -1.04180 -0.97728
O 0.70042 -1.32364 -2.92573
H -2.12732 0.44385 3.32690
H 0.87508 0.62162 -0.57314



No. 11
9
Properties=species:S:1:pos:R:3 method="wB97M-V/def2-TZVPD" relative_energy_kcal_mol=84.7 mol_weight_g_mol=102.05 e_homo_ev=-10.5 multiplicity=1
C 2.77187 0.45253 0.02960
N -2.04184 0.75081 0.21292
N 1.92157 -0.59787 -0.17770
N -1.01587 0.53076 -0.33424
N -0.15484 0.36799 -1.03334
O 3.39023 -0.70306 0.13339
O 2.89933 1.60769 0.13417
H -2.15258 0.68676 1.20940
H 1.75135 -0.86063 -1.14506



No. 12
9
Properties=species:S:1:pos:R:3 method="wB97M-V/def2-TZVPD" s_squared=2.0285 relative_energy_kcal_mol=145.3 mol_weight_g_mol=102.05 e_homo_ev="-6.3 / -10.7" multiplicity=3
C -2.03690 -1.37211 0.05790
N -2.81659 -2.19913 0.21343
N 0.08892 -0.30307 -0.02843
N -1.23955 -0.35614 -0.16930
N -2.11277 1.10242 -0.02452
O -3.27765 0.99994 -0.08832
O -1.34484 1.99682 0.09262
H 0.43380 -0.03902 0.89185
H 0.54288 0.19320 -0.78747